Entry 1:
Density functional theory data (ωB97M-V/def2-TZVPD) for a 2-piece molecular cluster, C5H14NOS overall at a distorted geometry.

Output
spin multiplicity = 2
total charge = -2
lowest unoccupied orbital energy (alpha / beta) = 6.06 / 5.94 eV
orbital gap (alpha / beta) = 2.269 / 6.096 eV
molar mass = 136.2 Da
energy above the lowest of the compared OMol25 structures with the same formula, charge and spin = 67.71 kJ/mol
total energy = -726.96094 a.u.

Bonds (Å) are listed after each position.
Positions of all 22 atoms, in Å:
1 C 0.206 0.752 -1.745  N2 1.469, C6 1.539, H8 1.083, H9 1.093
2 N -0.115 -0.155 -0.635  C1 1.469, C3 1.472, H10 1.008
3 C 0.938 -0.493 0.336  N2 1.472, C4 1.505, H11 1.088, H12 1.112
4 C 0.456 -1.537 1.307  C3 1.505, S5 1.864, H13 1.082, H14 1.083
5 S -0.516 -0.824 2.728  C4 1.864
6 C 0.233 2.275 -1.520  C1 1.539, C7 1.539, H15 1.098, H16 1.092
7 C 1.516 2.833 -0.879  C6 1.539, H17 1.094, H18 1.088, H19 1.081
8 H -0.651 0.643 -2.397  C1 1.083
9 H 1.100 0.436 -2.289  C1 1.093
10 H -0.867 0.271 -0.115  N2 1.008
11 H 1.417 0.395 0.742  C3 1.088
12 H 1.808 -0.794 -0.288  C3 1.112
13 H -0.299 -2.155 0.841  C4 1.082
14 H 1.277 -2.143 1.669  C4 1.083
15 H -0.550 2.436 -0.767  C6 1.098
16 H -0.032 2.810 -2.435  C6 1.092
17 H 2.341 2.790 -1.595  C7 1.094
18 H 1.383 3.816 -0.432  C7 1.088
19 H 1.772 2.111 -0.117  C7 1.081
20 H -1.349 -1.427 -1.268  O22 0.970
21 H -2.811 -1.848 -1.495  O22 0.962
22 O -1.909 -2.044 -1.765  H20 0.970, H21 0.962


Entry 2:
Density functional theory data (ωB97M-V/def2-TZVPD) for an isolated ion of composition C5H14NOS and charge +1 at a distorted geometry.

Output
total charge = +1
SMILES = CSCC[C@H]([NH3+])CO
lowest unoccupied orbital energy = -3.13 eV
orbital gap = 9.241 eV
molar mass = 136.2 Da
energy above the lowest of the compared OMol25 structures with the same formula, charge and spin = 146.65 kJ/mol
total energy = -726.78338 a.u.

Bonds (Å) are listed after each position.
Positions of all 22 atoms, in Å:
1 C 2.293 -0.294 -2.753  S2 1.827, H9 1.196, H10 1.067, H11 1.029
2 S 0.660 -0.874 -2.176  C1 1.827, C3 1.824
3 C 1.041 -1.348 -0.457  S2 1.824, C4 1.529, H12 1.068, H13 1.067
4 C 0.574 -0.255 0.505  C3 1.529, C5 1.612, H14 1.150, H15 1.153
5 C -1.027 -0.118 0.623  C4 1.612, N6 1.492, C7 1.661, H16 1.194
6 N -1.673 0.886 -0.271  C5 1.492, H17 1.018, H18 1.047, H19 1.028
7 C -1.248 0.349 2.202  C5 1.661, O8 1.407, H20 1.164, H21 1.069
8 O -2.262 1.326 2.210  C7 1.407, H22 0.995
9 H 2.349 0.848 -3.103  C1 1.196
10 H 2.746 -0.938 -3.472  C1 1.067
11 H 2.946 -0.343 -1.959  C1 1.029
12 H 2.012 -1.655 -0.136  C3 1.068
13 H 0.502 -2.262 -0.347  C3 1.067
14 H 0.868 -0.599 1.561  C4 1.150
15 H 1.146 0.736 0.360  C4 1.153
16 H -1.606 -1.132 0.377  C5 1.194
17 H -2.527 0.416 -0.564  N6 1.018
18 H -1.044 1.060 -1.090  N6 1.047
19 H -2.020 1.708 0.241  N6 1.028
20 H -0.213 0.703 2.602  C7 1.164
21 H -1.417 -0.392 2.952  C7 1.069
22 H -2.099 2.179 2.695  O8 0.995


Entry 3:
Density functional theory data (ωB97M-V/def2-TZVPD) for a 2-piece molecular cluster, C5H14O overall at a distorted geometry.

Output
spin multiplicity = 2
total charge = +1
lowest unoccupied orbital energy (alpha / beta) = -3.97 / -10.14 eV
orbital gap (alpha / beta) = 11.056 / 4.796 eV
molar mass = 90.2 Da
energy above the lowest of the compared OMol25 structures with the same formula, charge and spin = 49.84 kJ/mol
total energy = -273.73861 a.u.

Bonds (Å) are listed after each position.
Positions of all 20 atoms, in Å:
1 C 0.597 -0.329 1.221  C2 1.543, C3 1.524, H4 1.086, H5 1.101
2 C 1.762 -1.113 1.862  C1 1.543, H6 1.077, H7 1.090, H10 1.092
3 C 0.473 1.081 1.786  C1 1.524, H8 1.084, H9 1.096, H11 1.088
4 H -0.328 -0.879 1.359  C1 1.086
5 H 0.843 -0.237 0.152  C1 1.101
6 H 2.209 -1.802 1.166  C2 1.077
7 H 2.513 -0.400 2.201  C2 1.090
8 H -0.434 1.562 1.440  C3 1.084
9 H 1.297 1.730 1.467  C3 1.096
10 H 1.426 -1.622 2.768  C2 1.092
11 H 0.589 1.031 2.867  C3 1.088
12 C -1.091 0.459 -1.648  C13 1.513, O14 1.388, H15 1.093, H16 1.135
13 C -1.181 -0.878 -2.350  C12 1.513, H17 1.091, H19 1.094, H20 1.091
14 O -1.471 1.482 -2.505  C12 1.388, H18 0.984
15 H -1.674 0.504 -0.725  C12 1.093
16 H -0.003 0.747 -1.503  C12 1.135
17 H -0.795 -0.866 -3.371  C13 1.091
18 H -1.800 2.248 -1.982  O14 0.984
19 H -2.249 -1.086 -2.464  C13 1.094
20 H -0.683 -1.633 -1.740  C13 1.091


Entry 4:
Density functional theory data (ωB97M-V/def2-TZVPD) for a 3-piece molecular cluster, C5H14O2 overall at a distorted geometry.

Output
SMILES = CC=C(C)C.O.O
lowest unoccupied orbital energy = 0.80 eV
orbital gap = 9.263 eV
molar mass = 106.2 Da
energy above the lowest of the compared OMol25 structures with the same formula, charge and spin = 108.09 kJ/mol
total energy = -349.33463 a.u.

Bonds (Å) are listed after each position.
Positions of all 21 atoms, in Å:
1 C 0.277 -0.227 -1.021  C2 1.518, H6 1.089, H7 1.095, H8 1.087
2 C 0.097 0.398 0.351  C1 1.518, C3 1.338, H9 1.084
3 C 0.541 -0.083 1.518  C2 1.338, C4 1.507, C5 1.475
4 C 0.410 0.825 2.713  C3 1.507, H10 1.099, H11 1.091, H12 1.096
5 C 0.948 -1.486 1.724  C3 1.475, H13 1.091, H14 1.099, H15 1.093
6 H 1.264 0.004 -1.419  C1 1.089
7 H -0.419 0.385 -1.602  C1 1.095
8 H 0.044 -1.281 -1.142  C1 1.087
9 H -0.601 1.226 0.379  C2 1.084
10 H 0.414 0.412 3.731  C4 1.099
11 H 1.116 1.654 2.785  C4 1.091
12 H -0.572 1.311 2.683  C4 1.096
13 H 1.363 -1.937 0.821  C5 1.091
14 H 1.715 -1.639 2.496  C5 1.099
15 H 0.122 -2.073 2.134  C5 1.093
16 O -3.146 0.136 0.631  H17 0.969, H18 0.961
17 H -3.487 -0.497 -0.018  O16 0.969
18 H -2.626 -0.504 1.126  O16 0.961
19 O 1.306 0.521 -4.744  H20 0.959, H21 0.969
20 H 1.453 0.034 -5.558  O19 0.959
21 H 0.854 1.362 -4.907  O19 0.969


Entry 5:
Density functional theory data (ωB97M-V/def2-TZVPD) for a 3-piece molecular cluster, C5H14O2 overall at a distorted geometry.

Output
SMILES = C=C(C)CC.O.O
lowest unoccupied orbital energy = 0.69 eV
orbital gap = 9.956 eV
molar mass = 106.2 Da
energy above the lowest of the compared OMol25 structures with the same formula, charge and spin = 199.06 kJ/mol
total energy = -349.29998 a.u.

Bonds (Å) are listed after each position.
Positions of all 21 atoms, in Å:
1 C 1.699 0.187 -0.830  C2 1.375, H6 1.101, H7 1.072
2 C 1.206 0.451 0.426  C1 1.375, C3 1.501, C4 1.491
3 C 1.083 1.907 0.769  C2 1.501, H8 1.137, H9 1.095, H10 1.070
4 C 1.149 -0.603 1.479  C2 1.491, C5 1.632, H11 1.117, H12 1.102
5 C 0.213 -1.859 1.021  C4 1.632, H13 1.066, H14 1.063, H15 1.146
6 H 1.712 0.824 -1.728  C1 1.101
7 H 2.045 -0.776 -1.151  C1 1.072
8 H 0.721 2.160 1.817  C3 1.137
9 H 1.811 2.600 0.332  C3 1.095
10 H 0.204 2.290 0.293  C3 1.070
11 H 0.718 -0.241 2.443  C4 1.117
12 H 2.114 -1.117 1.614  C4 1.102
13 H -0.587 -1.438 0.458  C5 1.066
14 H 0.637 -2.767 0.666  C5 1.063
15 H -0.349 -2.028 2.006  C5 1.146
16 O -3.718 -0.613 -1.544  H17 0.874, H18 0.953
17 H -3.007 -0.107 -1.498  O16 0.874
18 H -4.258 -0.527 -0.764  O16 0.953
19 O -1.493 0.680 -1.830  H20 0.997, H21 1.022
20 H -0.686 0.682 -1.244  O19 0.997
21 H -1.214 0.296 -2.735  O19 1.022


Entry 6:
Density functional theory data (ωB97M-V/def2-TZVPD) for a 3-piece molecular cluster, C5H14O2 overall at a distorted geometry.

Output
SMILES = C/C=C/CC.O.O
lowest unoccupied orbital energy = 0.83 eV
orbital gap = 10.065 eV
molar mass = 106.2 Da
energy above the lowest of the compared OMol25 structures with the same formula, charge and spin = 126.28 kJ/mol
total energy = -349.32770 a.u.

Bonds (Å) are listed after each position.
Positions of all 21 atoms, in Å:
1 C 2.530 0.325 -0.665  C2 1.557, H6 1.096, H7 1.082, H8 1.082
2 C 1.664 0.115 0.611  C1 1.557, C3 1.320, H9 1.074
3 C 0.680 -0.766 0.604  C2 1.320, C4 1.506, H10 1.078
4 C -0.488 -0.836 1.554  C3 1.506, C5 1.515, H11 1.091, H12 1.099
5 C -0.594 0.216 2.638  C4 1.515, H13 1.095, H14 1.089, H15 1.102
6 H 2.910 -0.681 -0.877  C1 1.096
7 H 3.408 0.894 -0.390  C1 1.082
8 H 1.848 0.663 -1.434  C1 1.082
9 H 1.960 0.804 1.380  C2 1.074
10 H 0.590 -1.547 -0.133  C3 1.078
11 H -1.428 -0.791 1.003  C4 1.091
12 H -0.617 -1.832 2.000  C4 1.099
13 H -0.191 1.193 2.351  C5 1.095
14 H -0.255 0.038 3.658  C5 1.089
15 H -1.619 0.589 2.790  C5 1.102
16 O -1.330 -1.050 -1.715  H17 0.954, H18 0.954
17 H -0.883 -1.842 -1.427  O16 0.954
18 H -1.032 -0.372 -1.114  O16 0.954
19 O -1.640 1.770 -2.231  H20 0.946, H21 0.959
20 H -1.785 1.108 -2.891  O19 0.946
21 H -2.423 1.881 -1.687  O19 0.959


Entry 7:
Density functional theory data (ωB97M-V/def2-TZVPD) for a 3-piece molecular cluster, C5H14O2 overall at a distorted geometry.

Output
SMILES = C=CCCC.O.O
lowest unoccupied orbital energy = 0.58 eV
orbital gap = 10.214 eV
molar mass = 106.2 Da
energy above the lowest of the compared OMol25 structures with the same formula, charge and spin = 117.00 kJ/mol
total energy = -349.33124 a.u.

Bonds (Å) are listed after each position.
Positions of all 21 atoms, in Å:
1 C 1.092 -0.170 -1.906  C2 1.341, H6 1.119, H7 1.097
2 C -0.243 -0.252 -1.804  C1 1.341, C3 1.534, H8 1.079
3 C -1.181 0.614 -0.954  C2 1.534, C4 1.552, H9 1.088, H10 1.141
4 C -1.772 -0.344 0.114  C3 1.552, C5 1.508, H11 1.085, H12 1.084
5 C -2.724 0.321 1.075  C4 1.508, H13 1.094, H14 1.146, H15 1.147
6 H 1.685 0.683 -1.488  C1 1.119
7 H 1.641 -0.874 -2.544  C1 1.097
8 H -0.676 -1.024 -2.421  C2 1.079
9 H -2.029 1.043 -1.483  C3 1.088
10 H -0.514 1.355 -0.398  C3 1.141
11 H -2.281 -1.202 -0.313  C4 1.085
12 H -0.990 -0.762 0.738  C4 1.084
13 H -2.839 -0.382 1.906  C5 1.094
14 H -3.678 0.526 0.473  C5 1.146
15 H -2.162 1.249 1.445  C5 1.147
16 O 2.948 -0.984 0.893  H17 1.007, H18 0.902
17 H 3.548 -1.691 1.288  O16 1.007
18 H 2.586 -1.269 0.117  O16 0.902
19 O 1.000 0.908 1.705  H20 1.044, H21 0.974
20 H 1.677 0.208 1.329  O19 1.044
21 H 1.415 1.739 1.413  O19 0.974


Entry 8:
Density functional theory data (ωB97M-V/def2-TZVPD) for a 3-piece molecular cluster, C5H14O2 overall at a distorted geometry.

Output
SMILES = C/C=C/CC.O.O
lowest unoccupied orbital energy = 0.48 eV
orbital gap = 9.610 eV
molar mass = 106.2 Da
energy above the lowest of the compared OMol25 structures with the same formula, charge and spin = 76.37 kJ/mol
total energy = -349.34671 a.u.

Bonds (Å) are listed after each position.
Positions of all 21 atoms, in Å:
1 C 0.547 -1.357 -2.159  C2 1.503, H6 1.090, H7 1.093, H8 1.089
2 C -0.305 -0.327 -1.471  C1 1.503, C3 1.340, H9 1.082
3 C 0.187 0.516 -0.552  C2 1.340, C4 1.486, H10 1.087
4 C -0.590 1.600 0.103  C3 1.486, C5 1.544, H11 1.102, H12 1.089
5 C 0.256 2.762 0.665  C4 1.544, H13 1.090, H14 1.092, H15 1.092
6 H 1.563 -0.984 -2.287  C1 1.090
7 H 0.588 -2.267 -1.557  C1 1.093
8 H 0.167 -1.604 -3.150  C1 1.089
9 H -1.380 -0.287 -1.584  C2 1.082
10 H 1.266 0.469 -0.427  C3 1.087
11 H -1.103 1.192 0.989  C4 1.102
12 H -1.395 2.031 -0.489  C4 1.089
13 H -0.427 3.482 1.116  C5 1.090
14 H 0.959 2.509 1.461  C5 1.092
15 H 0.856 3.172 -0.151  C5 1.092
16 O -2.136 -1.924 0.896  H17 0.955, H18 0.952
17 H -2.391 -2.838 1.006  O16 0.955
18 H -1.184 -1.923 0.903  O16 0.952
19 O 1.953 -0.571 1.831  H20 0.963, H21 0.951
20 H 1.103 -0.692 1.393  O19 0.963
21 H 2.343 -1.438 1.860  O19 0.951


Entry 9:
Density functional theory data (ωB97M-V/def2-TZVPD) for a 2-piece molecular cluster, C5H14O2S overall at a distorted geometry.

Output
spin multiplicity = 2
total charge = -1
lowest unoccupied orbital energy (alpha / beta) = 3.01 / 2.98 eV
orbital gap (alpha / beta) = 1.871 / 8.271 eV
molar mass = 138.2 Da
energy above the lowest of the compared OMol25 structures with the same formula, charge and spin = 0.00 kJ/mol
total energy = -747.49498 a.u.

Bonds (Å) are listed after each position.
Positions of all 22 atoms, in Å:
1 C -0.285 -2.476 1.426  O2 1.449, C3 1.534, H8 1.083, H9 1.082
2 O 0.133 -3.779 1.903  C1 1.449, H10 0.935
3 C 0.481 -2.017 0.180  C1 1.534, C4 1.544, H11 1.082, H12 1.092
4 C -0.418 -1.168 -0.745  C3 1.544, C5 1.515, H13 1.093, H14 1.087
5 C -0.537 0.261 -0.257  C4 1.515, S6 1.812, H15 1.088, H16 1.077
6 S 0.712 1.423 -0.867  C5 1.812, C7 1.789
7 C 0.209 1.743 -2.554  S6 1.789, H17 1.094, H18 1.098, H19 1.087
8 H 0.107 -1.858 2.226  C1 1.083
9 H -1.362 -2.378 1.448  C1 1.082
10 H -0.253 -4.435 1.360  O2 0.935
11 H 1.318 -1.403 0.486  C3 1.082
12 H 0.858 -2.872 -0.386  C3 1.092
13 H -1.397 -1.655 -0.767  C4 1.093
14 H -0.018 -1.201 -1.756  C4 1.087
15 H -0.371 0.342 0.816  C5 1.088
16 H -1.487 0.753 -0.383  C5 1.077
17 H -0.018 2.811 -2.625  C7 1.094
18 H 0.990 1.576 -3.308  C7 1.098
19 H -0.687 1.238 -2.905  C7 1.087
20 H -0.025 4.644 2.065  O22 0.968
21 H 1.290 5.544 2.071  O22 0.969
22 O 0.758 4.908 2.571  H20 0.968, H21 0.969


Entry 10:
Density functional theory data (ωB97M-V/def2-TZVPD) for a 2-piece molecular cluster, C5H14O3 overall at a distorted geometry.

Output
SMILES = COCCCOC.O
lowest unoccupied orbital energy = 0.52 eV
orbital gap = 10.065 eV
molar mass = 122.2 Da
energy above the lowest of the compared OMol25 structures with the same formula, charge and spin = 130.88 kJ/mol
total energy = -424.55638 a.u.

Bonds (Å) are listed after each position.
Positions of all 22 atoms, in Å:
1 C 0.000 0.000 0.000  O2 1.427, H8 1.103, H9 1.103, H10 1.103
2 O -1.021 0.984 0.162  C1 1.427, C3 1.454
3 C -0.714 2.394 0.328  O2 1.454, C4 1.449, H11 1.107, H12 1.107
4 C -0.614 2.794 1.718  C3 1.449, C5 1.526, H13 1.107, H14 1.107
5 C 0.724 2.575 2.418  C4 1.526, O6 1.409, H15 1.107, H16 1.107
6 O 1.619 3.408 1.717  C5 1.409, C7 1.426
7 C 2.954 3.124 2.130  O6 1.426, H17 1.103, H18 1.103, H19 1.103
8 H 0.333 -0.236 1.025  C1 1.103
9 H 0.863 0.384 -0.570  C1 1.103
10 H -0.352 -0.929 -0.478  C1 1.103
11 H 0.189 2.652 -0.259  C3 1.107
12 H -1.580 2.887 -0.153  C3 1.107
13 H -1.441 2.310 2.272  C4 1.107
14 H -0.845 3.874 1.644  C4 1.107
15 H 0.964 1.495 2.465  C5 1.107
16 H 0.729 2.967 3.453  C5 1.107
17 H 3.638 3.864 1.680  C7 1.103
18 H 3.317 2.113 1.880  C7 1.103
19 H 2.977 3.245 3.226  C7 1.103
20 O 1.981 -3.696 5.923  H21 0.984, H22 0.984
21 H 1.116 -3.497 5.498  O20 0.984
22 H 2.651 -3.472 5.238  O20 0.984


> Which value of total energy does entry 6 give?

-349.32770 a.u.